Entry a
This record from the OMol25 dataset describes a cluster of 3 separate species, C4H12NO in total. The level of theory is the ωB97M-V functional and the def2-TZVPD basis.

LUMO = -9.116 eV
total charge = +1
frontier orbital gap = 4.43 eV

Geometry (Å):
1 C -2.67 -0.21 0.58
2 C -1.31 -0.66 0.20
3 C -0.40 0.19 -0.39
4 C -0.61 1.43 -1.17
5 O 2.16 -0.16 -0.94
6 N 2.69 -0.89 1.43
7 H -2.92 0.69 0.04
8 H -2.70 0.03 1.65
9 H -3.41 -0.98 0.31
10 H -1.09 -1.69 0.45
11 H 0.66 -0.01 -0.22
12 H 0.35 1.92 -1.23
13 H -1.31 2.11 -0.70
14 H -1.00 1.23 -2.18
15 H 3.51 -0.54 1.94
16 H 2.80 -0.13 -1.67
17 H 2.75 -1.90 1.39
18 H 2.51 -0.44 0.50

Want to see where the charge sits? The Mulliken charges in e are: -1.041 0.058 0.174 -1.130 -0.645 -0.518 0.341 0.342 0.341 0.403 0.400 0.346 0.395 0.341 0.290 0.271 0.267 0.366

Entry b
This record from the OMol25 dataset describes a cluster of 3 separate species, C4H12NO in total. The level of theory is the ωB97M-V functional and the def2-TZVPD basis.

LUMO = -7.863 eV
total charge = +1
frontier orbital gap = 4.15 eV

Geometry (Å):
1 C -1.65 -1.61 -0.99
2 C -0.38 -1.58 -0.20
3 C -0.34 -0.84 0.99
4 C 0.51 -1.25 1.97
5 N 0.92 3.64 -0.39
6 H -1.52 -1.41 -2.05
7 H -2.16 -2.56 -0.84
8 H -0.05 -2.60 0.04
9 H -2.27 -0.80 -0.60
10 H -0.96 0.03 1.16
11 H 0.25 -1.02 3.00
12 H 1.32 -1.91 1.68
13 H 0.07 4.12 -0.16
14 H 0.77 2.64 -0.39
15 H 1.66 3.97 0.23
16 H 1.94 0.66 -1.52
17 H 0.84 -0.18 -0.80
18 O 1.05 0.69 -1.13

Want to see where the charge sits? The Mulliken charges in e are: -1.076 0.146 -0.127 -0.497 -0.629 0.328 0.367 0.340 0.334 0.371 0.303 0.310 0.224 0.236 0.213 0.324 0.444 -0.611

Going by the computed energies, the most stable comes first: entry b, entry a.

Entry a
This record from the OMol25 dataset describes a cluster of 3 separate species, C4H12NO in total. The level of theory is the ωB97M-V functional and the def2-TZVPD basis.

LUMO = -8.507 eV
total charge = +1
frontier orbital gap = 5.60 eV

Geometry (Å):
1 C 1.70 1.24 -1.88
2 C 0.46 1.47 -0.98
3 C -0.42 0.32 -0.84
4 C 0.03 -0.83 -0.11
5 N -0.43 -2.02 0.01
6 H 2.38 0.55 -1.38
7 H 2.13 2.14 -2.31
8 H 1.42 0.59 -2.72
9 H -0.07 2.38 -1.25
10 H 0.86 1.66 0.03
11 H -1.32 0.27 -1.46
12 H 0.92 -0.65 0.50
13 H -4.04 2.76 2.96
14 H -4.12 2.37 3.56
15 H -1.30 -2.21 -0.51
16 H 0.60 -3.92 2.67
17 H 0.30 -2.99 1.50
18 O 0.91 -3.13 2.23

Want to see where the charge sits? The Mulliken charges in e are: -0.997 -0.538 0.196 -0.058 -0.435 0.348 0.337 0.348 0.380 0.324 0.345 0.414 -0.027 0.027 0.232 0.348 0.379 -0.622

Entry b
This record from the OMol25 dataset describes the ion C4H12NO with charge +1. The level of theory is the ωB97M-V functional and the def2-TZVPD basis.

SMILES = C[C@H]([NH3+])CCO
LUMO = -3.276 eV
total charge = +1
frontier orbital gap = 11.77 eV

Geometry (Å):
1 C 1.87 -0.87 -0.46
2 C 0.55 -0.44 0.13
3 C 0.24 1.06 0.01
4 C -1.20 1.44 0.37
5 O -1.81 0.41 1.16
6 N -0.56 -1.25 -0.50
7 H 2.15 -1.86 -0.10
8 H 1.84 -0.84 -1.55
9 H 2.68 -0.23 -0.16
10 H 0.50 -0.73 1.18
11 H 0.43 1.31 -1.04
12 H 0.99 1.58 0.60
13 H -1.81 1.56 -0.53
14 H -1.19 2.40 0.88
15 H -2.20 0.76 1.97
16 H -1.45 -0.98 -0.07
17 H -0.41 -2.25 -0.39
18 H -0.62 -1.07 -1.51

Want to see where the charge sits? The Mulliken charges in e are: -1.460 0.282 -0.835 -0.419 -0.609 -0.276 0.413 0.403 0.383 0.289 0.341 0.404 0.249 0.422 0.343 0.326 0.375 0.370

Entry c
This record from the OMol25 dataset describes a cluster of 2 separate species, C4H12NO in total. The level of theory is the ωB97M-V functional and the def2-TZVPD basis.

LUMO = -4.632 eV
total charge = +1
frontier orbital gap = 10.55 eV

Geometry (Å):
1 C 1.52 0.31 0.54
2 C 0.31 -0.15 1.34
3 C 0.32 -1.64 1.60
4 O -0.89 0.19 0.55
5 H 1.45 1.38 0.35
6 H 1.62 -0.24 -0.39
7 H 2.42 0.15 1.13
8 H 0.23 0.43 2.26
9 H 1.12 -1.95 2.27
10 H 0.43 -2.17 0.65
11 H -0.63 -1.96 2.04
12 H -1.61 -0.39 0.85
13 C -1.43 0.81 -2.64
14 N -0.66 1.26 -1.75
15 H -2.06 -0.04 -2.41
16 H -1.49 1.27 -3.63
17 H 0.00 2.00 -1.99
18 H -0.65 0.74 -0.77

Want to see where the charge sits? The Mulliken charges in e are: -1.566 0.787 -1.361 -0.563 0.357 0.382 0.413 0.193 0.367 0.340 0.427 0.306 -0.130 -0.129 0.252 0.282 0.259 0.382

Going by the computed energies, the most stable comes first: entry b, entry c, entry a.

Entry a
This record from the OMol25 dataset describes the ion C4H12NO with charge +1. The level of theory is the ωB97M-V functional and the def2-TZVPD basis.

SMILES = C[NH2+][C@@H](C)CO
LUMO = -3.145 eV
total charge = +1
frontier orbital gap = 12.13 eV

Geometry (Å):
1 O -0.27 1.14 -1.30
2 C 0.15 1.45 0.06
3 C 0.66 -0.01 0.53
4 N -0.49 -0.99 -0.04
5 C -1.83 -0.72 0.60
6 C 1.95 -0.66 0.14
7 H -0.70 1.97 -1.56
8 H -0.72 1.76 0.64
9 H 1.10 1.99 0.05
10 H 0.53 -0.05 1.61
11 H -0.68 -1.02 -1.03
12 H -0.06 -1.90 0.28
13 H -1.98 -1.36 1.53
14 H -2.59 -1.25 -0.01
15 H -1.89 0.29 0.95
16 H 2.75 0.04 0.35
17 H 1.97 -1.64 0.59
18 H 2.12 -1.09 -0.84

Want to see where the charge sits? The Mulliken charges in e are: -0.512 -0.568 0.159 -0.321 -0.716 -1.339 0.323 0.446 0.316 0.336 0.407 0.387 0.333 0.373 0.198 0.338 0.433 0.407

Entry b
This record from the OMol25 dataset describes the ion C4H12NO with charge +1. The level of theory is the ωB97M-V functional and the def2-TZVPD basis.

SMILES = C[C@@H]([NH3+])CCO
LUMO = -3.146 eV
total charge = +1
frontier orbital gap = 11.84 eV

Geometry (Å):
1 C -2.10 -0.20 0.13
2 C -0.62 0.19 -0.02
3 C 0.33 -1.00 -0.26
4 C 1.60 -0.56 -0.96
5 O 1.95 0.77 -0.37
6 N -0.07 0.97 1.15
7 H -2.53 0.07 1.10
8 H -2.04 -1.28 -0.04
9 H -2.85 0.17 -0.58
10 H -0.53 0.92 -0.84
11 H 0.48 -1.46 0.73
12 H -0.19 -1.81 -0.78
13 H 2.50 -1.16 -0.95
14 H 1.22 -0.17 -1.91
15 H 2.78 1.05 -0.80
16 H -0.21 0.54 2.08
17 H 0.93 1.18 1.02
18 H -0.66 1.80 1.30

Want to see where the charge sits? The Mulliken charges in e are: -1.112 0.279 -0.904 -0.470 -0.599 -0.327 0.328 0.299 0.303 0.328 0.397 0.413 0.381 0.325 0.332 0.359 0.312 0.357

Going by the computed energies, the most stable comes first: entry b, entry a.

Entry a
This record from the OMol25 dataset describes a cluster of 3 separate species, C2H5NO in total. The level of theory is the ωB97M-V functional and the def2-TZVPD basis.

LUMO = -1.204 eV
frontier orbital gap = 8.97 eV

Geometry (Å):
1 C -0.20 0.62 -1.26
2 C 0.11 -0.11 0.04
3 H -1.08 1.28 -1.21
4 H -0.37 -0.17 -2.00
5 H 0.71 1.07 -1.63
6 H -0.66 1.72 1.41
7 H 0.02 0.31 2.19
8 N -0.83 0.05 1.06
9 O 0.98 -0.95 0.14

Want to see where the charge sits? The Mulliken charges in e are: -0.756 0.501 0.306 0.267 0.283 0.220 0.323 -0.623 -0.521

Entry b
This record from the OMol25 dataset describes a cluster of 2 separate species, C2H5NO in total. The level of theory is the ωB97M-V functional and the def2-TZVPD basis.

SMILES = [H]/N=C1/CO1.[H][H]
LUMO = 0.996 eV
frontier orbital gap = 11.69 eV

Geometry (Å):
1 C -0.91 0.91 0.10
2 C 0.48 0.54 0.02
3 O 0.23 1.86 0.09
4 N 1.41 -0.29 -0.06
5 H -1.44 0.86 1.05
6 H -0.59 -2.72 -0.17
7 H -1.52 0.94 -0.80
8 H 2.31 0.18 -0.08
9 H 0.02 -2.29 -0.16

Want to see where the charge sits? The Mulliken charges in e are: -0.186 0.524 -0.391 -0.585 0.207 0.201 0.207 0.240 -0.217

Going by the computed energies, the most stable comes first: entry b, entry a.